C57H48N11OSY | wB97M-V/def2-TZVPD

ORCA input file:
```
! wB97M-V def2-TZVPD RIJCOSX def2/J DEFGRID3
* xyz 0 1
C 2.10704 -3.91637 -1.99737
H 6.58581 -0.68261 -4.04272
N 1.68033 3.31100 -0.44538
C 2.24341 2.01313 -2.15527
C -0.32388 -4.90386 -3.74904
H 1.69237 2.42892 4.30944
H -3.65304 1.85558 -0.22439
H 2.10055 -4.89950 -2.44462
H -1.31306 3.62420 -0.14549
S 0.10790 2.38015 1.59834
C -0.35355 -3.71179 -1.53588
C -2.28008 3.38125 -0.58371
C -2.57647 -0.55041 3.68546
C -2.77998 -1.79176 0.19368
C -5.31715 0.06780 2.26179
C 1.37479 -0.48363 5.98695
C 5.29047 0.83122 -0.76202
C -3.11397 4.65495 -0.70894
H -2.08726 2.97918 -1.57443
C -0.57336 -4.93153 -2.37682
C 4.11808 -0.09631 1.80055
H 5.19174 -0.12724 1.69963
Y 0.07371 -0.14506 -0.11470
C -3.64858 -2.73531 -0.48836
C 6.37395 1.40820 -1.40764
H 4.67987 -1.67244 -2.93425
H 4.20208 -3.34755 -2.03358
C -1.48422 -3.11913 -0.95904
H -0.11675 -1.58996 -3.28387
C 2.05870 1.27366 7.48495
H -2.06582 4.59879 1.74714
C 0.96245 -3.24346 -1.42666
C 3.50147 -0.91428 -0.52968
C -0.97109 -7.21203 -3.95395
C -5.18574 -0.19403 -0.10777
O -3.22351 0.57059 -3.17246
H 7.71966 1.30735 -3.08361
H -7.12968 0.90627 3.01768
C -3.20513 -0.92243 1.21164
H 2.32290 3.20651 6.58544
H -4.71882 -2.80587 -0.37496
H -4.61844 -0.41011 -1.00506
H -1.21797 -6.15440 -0.74225
N -2.92320 2.37995 0.23590
C -4.58921 -0.39049 1.15253
C -3.10397 4.26867 1.77744
H -3.56722 4.60923 2.70123
C 3.16347 -0.42871 0.76975
C 0.73110 -0.97376 -3.56565
H 0.03000 -3.98266 -4.19909
C -2.84507 -3.57465 -1.17375
C 4.68930 -0.35271 -1.22765
C 2.70200 -1.95266 -1.07783
H 4.87523 1.33774 0.09678
C -3.21429 2.76413 1.61335
C -6.46379 0.33152 -0.24019
C -7.19185 0.70708 0.87959
H 1.00494 4.83995 2.16019
N 1.91273 -0.40433 1.27820
H 1.91568 5.29784 0.80615
H -6.88236 0.45724 -1.23212
H -3.98429 5.88243 0.75414
N 1.36691 -2.07989 -0.83295
N -3.83090 4.89047 0.61169
H -0.33407 -5.98705 -5.59956
H 3.05428 -0.52254 -5.96013
C 6.87753 0.85424 -2.57504
H -8.19642 1.09872 0.78154
C 1.03817 3.47982 0.67101
C 1.70799 1.73935 5.14661
C 1.41417 -1.20612 -4.74819
C -2.29319 -0.61265 2.27652
N 1.04789 0.00046 -2.71884
H 3.16701 3.92290 -1.99146
C 2.05539 2.16873 6.42192
C 3.40958 0.10986 2.93817
H 1.72821 -0.76162 8.08404
H -2.48747 5.52188 -0.91378
C 2.03514 0.83480 -3.03559
C 2.47841 -0.37718 -5.05377
H 4.21364 2.66216 -2.66845
H -3.51688 -0.75485 4.17027
H 1.11579 -2.01454 -5.40412
C 1.35997 0.40899 4.91882
H 1.12641 -1.52436 5.81102
H -1.55760 -8.17106 -2.12684
N 1.54043 2.09755 -1.08118
H 2.93216 3.37332 -3.66174
C -1.38437 -0.36394 4.31825
C 3.17532 -3.10725 -1.80802
C 1.72095 -0.05474 7.26279
N -0.96697 -0.46617 2.07058
H 6.80961 2.31407 -1.00383
C -1.21788 -7.25258 -2.58863
H -4.74253 4.43986 0.56186
H -4.21612 2.42982 1.89024
C -6.59625 0.58788 2.12983
H -3.13388 -4.42561 -1.77045
H -1.21760 -0.31622 5.38327
H -1.12157 -8.09572 -4.56158
C 6.24799 -0.26468 -3.10193
C -1.02517 -6.11971 -1.80856
C 3.19670 3.06442 -2.64705
C -0.37480 -0.29786 3.29991
N -1.48689 -2.04200 -0.12581
H -3.88245 4.56908 -1.47498
N -1.48999 0.56292 -1.52243
H 3.79678 0.33777 3.91872
C 0.98384 -0.02340 3.53472
C -0.52473 -6.03203 -4.53410
C 5.17074 -0.84510 -2.45179
C -2.34476 0.53861 -2.35213
C 2.78845 0.66229 -4.19237
H -4.88448 0.03468 3.24782
H -2.50408 2.30947 2.30967
H 3.60957 1.33000 -4.41562
H 2.32952 1.60802 8.47959
C 2.02373 -0.07156 2.60371
N 1.11986 4.78485 1.16065
*
```

Calculated values
Molar mass in Da: 1024.060
Energy in eV: -90209.071
Energy relative to the best compared isomer or geometry (same formula, charge and spin) in kcal/mol: 14.0
E_LUMO (alpha / beta) in eV: -0.952 / -0.946
Orbital gap (alpha / beta) in eV: 5.060 / 5.077
E_HOMO (alpha / beta) in eV: -6.013 / -6.023

Here are the Löwdin charges for atoms 1 to 5, given in e:
1. C 0.00
2. H 0.10
3. N -0.04
4. C -0.27
5. C -0.03